{
  "formula": "C3H6N2O",
  "method": "wB97M-V/def2-TZVPD",
  "elements": ["C", "C", "N", "N", "C", "O", "H", "H", "H", "H", "H", "H"],
  "positions_angstrom": [[2.245, -0.602, 0.143], [1.358, 0.286, -0.199], [-0.047, 0.279, 0.037], [-0.754, 1.495, 0.118], [-0.856, -0.846, -0.085], [-2.061, -0.857, -0.020], [3.296, -0.605, -0.142], [1.996, -1.481, 0.709], [1.586, 1.135, -0.821], [-0.523, 2.117, -0.644], [-0.468, 2.009, 0.977], [-0.276, -1.768, -0.154]],
  "atomic_forces_ev_per_a": [[1.171, -1.546, 0.504], [-1.546, 1.201, -0.823], [-0.452, -0.313, -0.022], [0.689, 0.741, 1.171], [-0.196, 0.103, 0.653], [0.471, 0.131, -0.177], [-0.385, 0.555, -0.187], [-0.335, -0.144, 0.322], [0.500, 0.312, -0.018], [0.062, -0.180, -0.414], [-0.302, -0.743, -0.729], [0.323, -0.117, -0.280]],
  "e_above_lowest_kj_mol": 240.9,
  "e_lumo_ha": 0.030,
  "smiles": "C=CN(N)C=O",
  "homo_lumo_gap_ev": 10.18
}

=====

{
  "formula": "C4H3ClN2O",
  "method": "wB97M-V/def2-TZVPD",
  "elements": ["H", "N", "C", "N", "C", "O", "C", "C", "Cl", "H", "H"],
  "positions_angstrom": [[-2.705, 0.603, -1.846], [-1.859, 0.058, -1.653], [-1.335, 0.442, -0.562], [-1.847, 1.431, 0.344], [-0.939, 1.445, 1.275], [0.109, 0.572, 1.216], [-0.091, -0.100, -0.006], [0.710, -0.946, -0.612], [2.256, -1.252, 0.004], [-0.945, 2.103, 2.146], [0.297, -1.464, -1.488]],
  "atomic_forces_ev_per_a": [[0.175, -0.187, 0.118], [0.106, 0.397, 0.257], [-1.362, -0.248, -0.453], [2.087, -0.310, 0.999], [-1.149, 0.087, -0.591], [-0.112, 0.099, -0.936], [-0.617, 0.924, 0.613], [-0.326, -0.285, 0.000], [0.498, -0.488, -0.006], [0.033, -0.319, -0.259], [0.667, 0.330, 0.259]],
  "e_above_lowest_kj_mol": 122.8,
  "e_lumo_ha": -0.009,
  "smiles": "[H]/N=C1\\N=CO\\C1=C/Cl",
  "homo_lumo_gap_ev": 9.03
}

=====

{
  "formula": "C27H32BN3O9",
  "method": "wB97M-V/def2-TZVPD",
  "elements": ["O", "N", "O", "C", "C", "C", "C", "C", "C", "H", "H", "H", "H", "H", "O", "N", "O", "C", "C", "C", "C", "C", "C", "H", "H", "H", "H", "H", "O", "N", "O", "C", "C", "C", "C", "C", "C", "H", "H", "H", "H", "H", "C", "C", "B", "C", "C", "C", "O", "C", "C", "C", "O", "C", "O", "H", "H", "H", "H", "H", "H", "H", "H", "H", "H", "H", "H", "H", "H", "H", "H", "H"],
  "positions_angstrom": [[7.047, 2.476, -0.302], [6.081, 1.739, -0.242], [4.976, 2.080, 0.142], [6.260, 0.343, -0.661], [7.510, -0.088, -1.073], [7.676, -1.411, -1.447], [6.597, -2.286, -1.411], [5.347, -1.837, -1.005], [5.175, -0.516, -0.627], [8.351, 0.590, -1.103], [8.648, -1.763, -1.766], [6.730, -3.320, -1.699], [4.508, -2.518, -0.980], [4.201, -0.171, -0.310], [-9.309, -1.140, 1.032], [-8.899, -1.099, 2.176], [-8.185, -0.221, 2.625], [-9.289, -2.191, 3.080], [-10.069, -3.226, 2.595], [-10.415, -4.265, 3.443], [-9.984, -4.258, 4.763], [-9.210, -3.209, 5.239], [-8.858, -2.168, 4.395], [-10.406, -3.234, 1.568], [-11.019, -5.083, 3.075], [-10.252, -5.074, 5.422], [-8.877, -3.204, 6.268], [-8.252, -1.354, 4.768], [7.110, 1.544, -6.966], [6.728, 1.382, -5.821], [6.740, 0.318, -5.231], [6.211, 2.556, -5.102], [6.148, 3.776, -5.751], [5.639, 4.874, -5.075], [5.204, 4.744, -3.762], [5.283, 3.516, -3.121], [5.788, 2.414, -3.793], [6.486, 3.882, -6.772], [5.579, 5.833, -5.573], [4.802, 5.602, -3.238], [4.946, 3.417, -2.098], [5.842, 1.458, -3.290], [0.660, 1.190, 3.469], [0.066, 1.785, 2.370], [-0.309, 0.899, 1.119], [-1.665, 0.970, 0.301], [-2.869, 1.559, 1.067], [-4.153, 0.804, 0.692], [-4.007, -0.516, 1.175], [-5.254, -1.155, 1.415], [0.815, -0.165, 0.708], [0.661, -0.711, -0.712], [1.723, -1.582, -1.168], [1.971, -2.634, -0.392], [2.515, -3.561, -0.841], [0.070, 0.576, 4.152], [1.727, 1.256, 3.698], [-0.101, 2.866, 2.366], [-1.499, 1.542, -0.626], [-1.904, -0.047, -0.033], [-2.727, 1.583, 2.148], [-3.011, 2.595, 0.736], [-5.017, 1.280, 1.169], [-4.218, 0.851, -0.404], [-5.730, -1.459, 0.476], [-5.036, -2.024, 2.037], [-5.888, -0.482, 1.998], [0.772, -0.932, 1.498], [1.779, 0.349, 0.796], [0.637, 0.152, -1.376], [-0.290, -1.222, -0.878], [1.697, -2.669, 0.669]],
  "atomic_forces_ev_per_a": [[-0.182, -0.061, 0.000], [0.113, 0.089, 0.068], [0.080, 0.013, -0.086], [0.034, -0.301, -0.057], [0.279, 0.064, -0.050], [-0.146, -0.063, 0.015], [0.047, 0.047, 0.008], [0.114, -0.064, -0.029], [-0.257, -0.026, 0.065], [-0.109, 0.103, 0.056], [-0.006, 0.045, -0.007], [-0.017, 0.022, -0.010], [0.075, 0.031, -0.067], [0.071, 0.127, -0.001], [0.080, 0.005, 0.186], [0.028, 0.171, -0.139], [-0.191, -0.127, -0.034], [-0.064, -0.232, 0.188], [-0.133, -0.120, -0.218], [0.060, 0.036, 0.124], [-0.008, -0.019, 0.016], [-0.075, -0.088, -0.085], [0.154, 0.126, 0.203], [0.092, 0.139, -0.007], [0.005, 0.030, -0.023], [-0.002, 0.020, -0.010], [0.008, 0.031, -0.021], [-0.013, 0.050, -0.158], [-0.065, -0.021, 0.192], [0.098, -0.178, -0.098], [0.012, 0.186, -0.085], [-0.116, 0.251, 0.121], [0.029, 0.168, -0.219], [-0.028, -0.076, 0.133], [0.013, 0.019, -0.044], [-0.028, 0.104, -0.048], [-0.064, -0.185, 0.278], [0.025, -0.165, 0.015], [0.020, -0.028, -0.020], [0.020, -0.016, -0.002], [0.012, -0.009, -0.012], [0.060, -0.065, -0.175], [0.270, 0.582, -0.114], [-0.692, -1.515, 0.465], [-1.528, -0.146, 0.328], [0.394, 0.358, 0.393], [-0.338, 0.186, -0.891], [0.972, 0.455, 0.594], [-0.318, -0.143, -0.108], [0.570, 0.158, 0.242], [-0.264, 0.546, -0.304], [-0.261, 0.411, 0.400], [-0.614, 0.890, 0.560], [-0.931, 1.083, 0.631], [1.823, -2.857, -1.190], [0.472, -1.609, -1.071], [-0.421, 1.686, 1.190], [1.719, 0.268, -0.930], [-0.050, -0.105, 0.024], [0.015, 0.045, 0.052], [0.034, -0.212, -0.027], [0.011, -0.002, 0.198], [-0.074, -0.017, -0.227], [-0.438, -0.229, 0.061], [-0.140, 0.047, 0.125], [-0.070, -0.108, -0.191], [-0.224, -0.117, -0.215], [0.043, 0.119, 0.020], [0.054, -0.271, 0.058], [0.332, -0.212, -0.247], [0.090, -0.137, 0.204], [-0.463, 0.812, 0.005]],
  "e_lumo_ha": -0.028,
  "smiles": "O=[N+]([O-])c1ccccc1.O=[N+]([O-])c1ccccc1.O=[N+]([O-])c1ccccc1.C=CB(CCCOC)CCOC=O",
  "homo_lumo_gap_ev": 7.14
}

=====

Respective total energy values: -302.601334 -799.130353 -1913.893352 hartree.